i) Entry from the Open Molecules 2025 dataset: 2 unconnected molecules or ions with the total composition C4H7N5 (ωB97M-V/def2-TZVPD).

XYZ file:
```
16
C4H7N5, DFT ωB97M-V/def2-TZVPD
N 3.12 1.21 -0.22
N -0.16 1.87 0.22
N 4.37 0.75 -0.10
N 4.40 -0.49 0.15
N 3.12 -0.91 0.22
C -0.60 -0.35 -1.00
C -0.64 -0.65 0.49
C 0.03 0.56 -0.04
C 2.34 0.17 -0.02
H -1.58 -0.51 1.01
H -0.05 -1.47 0.87
H 2.87 -1.86 0.42
H 0.06 2.17 1.15
H 0.02 -0.98 -1.63
H 0.18 2.49 -0.51
H -1.51 -0.01 -1.48
```

Values from the calculation:
2S+1 ... 1
HOMO ... -0.335 hartree
Net charge ... 0

ii) Entry from the Open Molecules 2025 dataset: 2 unconnected molecules or ions with the total composition C4H7N5 (ωB97M-V/def2-TZVPD).

XYZ file:
```
16
C4H7N5, DFT ωB97M-V/def2-TZVPD
N -1.40 1.00 -1.62
N 1.09 -1.15 1.22
N 0.53 -1.06 -2.21
N -0.53 1.40 -0.63
N 1.02 -1.49 -1.00
C 0.52 -0.35 2.16
C 0.11 0.47 0.18
C 0.55 -0.81 -0.03
C -0.08 0.66 1.61
H 0.41 -0.07 -1.99
H -1.18 2.09 0.08
H 0.62 -0.64 3.17
H -0.80 1.01 -2.72
H -0.37 1.56 1.95
H -1.84 -0.40 -1.59
H 1.35 -2.21 1.42
```

Values from the calculation:
2S+1 ... 1
HOMO ... -0.299 hartree
Net charge ... 0

Winner for stability: i)

i) Entry from the Open Molecules 2025 dataset: a molecular structure, C15H22N2O3 (ωB97M-V/def2-TZVPD).

XYZ file:
```
42
C15H22N2O3, DFT ωB97M-V/def2-TZVPD
O 2.81 2.90 -0.67
O 1.31 1.07 -1.90
O 4.17 1.12 -1.20
N -0.93 0.89 -1.28
N 0.94 1.06 0.17
C 2.27 -0.74 2.54
C -4.01 -0.18 0.79
C 3.12 1.51 -0.51
C -3.95 0.94 1.49
C 3.13 -2.83 0.13
C -1.92 1.03 -0.22
C 2.40 0.83 0.64
C -1.85 1.77 0.73
C 0.55 0.77 -1.10
C 2.82 -0.31 1.02
C -3.58 -0.67 -2.54
C -2.89 -1.35 -1.53
C -2.95 -0.21 -0.25
C 2.30 -1.49 0.03
C -2.97 1.88 1.57
H 1.28 -1.74 -0.02
H 2.55 -1.11 -1.06
H 2.88 -3.16 0.96
H 1.26 -1.06 2.39
H 3.27 3.18 -1.66
H -4.76 0.99 2.35
H -1.09 2.57 0.59
H -4.83 -0.65 0.68
H -2.93 2.65 2.69
H 2.72 0.00 3.08
H 2.44 1.77 1.59
H 2.76 -1.56 2.45
H -3.58 -1.98 -0.76
H 0.24 0.81 1.17
H -4.51 -0.42 -2.40
H -3.10 0.19 -3.06
H 3.96 -0.24 0.94
H -1.82 -1.55 -1.47
H -1.03 0.78 -2.10
H 4.14 -2.67 -0.13
H -3.48 -1.35 -3.43
H 2.82 -3.42 -0.72
```

Values from the calculation:
2S+1 ... 1
HOMO ... -0.315 hartree
Net charge ... 0

ii) Entry from the Open Molecules 2025 dataset: C15H22N2O3 in the gas phase (ωB97M-V/def2-TZVPD).

XYZ file:
```
42
C15H22N2O3, DFT ωB97M-V/def2-TZVPD
O -3.34 2.30 0.28
O 5.39 -1.91 0.41
O -6.43 -1.20 0.74
N 3.70 0.31 -0.14
N -3.22 0.19 -0.52
C 5.13 0.37 -0.39
C -2.67 1.35 -0.08
C -4.64 -0.04 -0.51
C -0.40 0.68 -0.99
C 3.11 1.62 0.04
C 0.83 2.25 0.93
C 4.01 -1.95 0.69
C -0.55 2.18 0.88
C 3.45 -0.56 1.00
C -5.04 -1.04 0.59
C -7.05 -1.91 -0.30
C 0.98 0.77 -0.95
C 1.61 1.54 0.02
C 5.65 -1.04 -0.67
C -1.18 1.38 -0.07
H 1.31 2.86 1.68
H -4.69 -0.66 1.55
H -0.87 0.10 -1.77
H 5.68 0.79 0.47
H -4.95 -0.42 -1.50
H 5.31 1.00 -1.27
H 3.45 2.10 0.98
H -8.07 -2.10 0.04
H 1.58 0.23 -1.66
H 2.38 -0.62 1.17
H -1.16 2.73 1.57
H 5.16 -1.43 -1.58
H -5.12 0.92 -0.33
H 3.94 -0.17 1.91
H -6.55 -2.87 -0.48
H -7.09 -1.34 -1.23
H -4.56 -2.01 0.40
H 3.44 2.25 -0.79
H 3.89 -2.62 1.55
H 6.73 -1.04 -0.81
H -2.62 -0.60 -0.68
H 3.47 -2.37 -0.18
```

Values from the calculation:
2S+1 ... 1
HOMO ... -0.330 hartree
SMILES ... COCCNC(=O)c1ccc(CN2CCOCC2)cc1
Net charge ... 0

Winner for stability: ii)

i) Entry from the Open Molecules 2025 dataset: C2HN5O in the gas phase (ωB97M-V/def2-TZVPD).

XYZ file:
```
9
C2HN5O, DFT ωB97M-V/def2-TZVPD
O -2.45 0.11 0.62
N 1.39 0.85 0.63
N 0.52 1.62 -0.27
N 1.41 -0.36 0.56
N -0.63 -0.98 -0.30
N -0.71 1.40 -0.42
C 0.67 -1.03 -0.29
C -1.30 0.19 0.10
H 1.10 -1.81 -0.64
```

Values from the calculation:
2S+1 ... 1
HOMO ... -0.371 hartree
SMILES ... O=c1ncnnnn1
Net charge ... 0

ii) Entry from the Open Molecules 2025 dataset: C2HN5O in the gas phase (ωB97M-V/def2-TZVPD).

XYZ file:
```
9
C2HN5O, DFT ωB97M-V/def2-TZVPD
O -0.13 -0.68 -2.50
N -0.95 0.81 -0.80
N -0.45 1.69 -0.23
N 1.00 1.50 0.56
N 0.89 0.46 1.27
N -0.46 -1.26 -0.02
C 0.16 -0.71 1.00
C -0.23 -0.41 -1.22
H 0.16 -1.40 1.93
```

Values from the calculation:
2S+1 ... 1
HOMO ... -0.344 hartree
SMILES ... O=c1ncnnnn1
Net charge ... 0

Winner for stability: i)